Entry 1:
106
Properties=species:S:1:pos:R:3:forces:R:3 method="wB97M-V/def2-TZVPD" molar_mass_da=702.43 multiplicity=1 charge=+1 orbital_gap_ev=4.860
Cl 3.74166 -1.00812 2.46601 0.31 -0.05 -0.47
S 4.48420 2.57444 0.89237 0.61 0.59 0.06
O 1.00052 -0.95636 -3.65127 -0.03 -0.56 1.10
O 5.05301 -2.66977 0.90606 -0.33 0.93 0.25
O 0.45716 -1.85429 -0.44946 -0.32 0.47 0.76
O 0.52008 -2.18956 -1.81996 0.82 0.65 -0.36
N 7.87852 2.92968 0.30890 0.03 -0.08 0.05
N 2.30986 5.81739 -4.95341 0.06 -0.10 0.07
N 1.24875 -6.42438 3.83435 -0.09 -0.02 0.01
N 3.53566 1.50729 -0.09844 -0.68 -0.05 0.42
C 1.76801 4.82115 -5.71295 -0.07 0.05 -0.09
C -1.31288 2.73702 0.98276 -0.59 -0.39 0.13
C 5.23682 -0.35222 0.18985 -1.00 0.02 0.64
C -2.08885 -3.64976 0.72499 -0.21 1.14 0.61
C -6.29186 1.67145 -0.20658 0.68 0.54 -0.17
C 3.16402 -0.58610 -1.13805 -0.53 0.38 -0.38
C -1.49013 -3.64802 3.25305 -0.64 -0.02 0.39
C 0.02513 -7.41205 5.39243 -0.02 0.04 0.02
C -5.93037 -0.08693 -2.09474 1.35 0.42 0.95
C -2.46303 2.05189 1.79312 0.88 0.76 -0.61
C 9.91237 2.10570 0.00830 -0.01 -0.07 -0.01
C -1.68096 2.71800 -0.52794 0.63 0.52 0.66
C -2.89049 -2.60387 -0.12183 0.69 -0.40 0.18
C 0.05145 -8.24190 4.23924 -0.02 0.00 -0.05
C 1.93990 -0.14712 -1.64850 0.20 -0.39 0.93
C 1.85929 3.65608 -5.00389 -0.06 -0.21 0.06
C -3.84261 -3.27296 -1.13244 -0.70 0.36 0.32
C 10.00089 3.24459 0.85274 -0.03 0.03 0.03
C 1.10021 -1.12176 -2.46715 0.03 0.52 -1.23
C 0.76945 -6.29856 5.11085 0.06 0.07 0.02
C 2.75407 5.30372 -3.77079 0.09 0.03 0.32
C -4.82038 -0.95410 -1.43054 -0.72 -0.42 -0.84
C 8.73258 3.72937 1.02197 -0.03 0.05 0.01
C -5.74195 1.39056 -1.62446 -1.34 -0.24 -0.54
C 2.36547 1.96511 -0.58841 -1.90 -0.60 -1.21
C -0.45540 2.91372 -1.46242 -1.05 -0.49 -0.56
C 2.48744 3.95644 -3.76096 -0.27 0.25 -0.47
C -4.53015 -2.29536 -2.14312 0.77 -0.11 0.90
C 3.94306 0.25110 -0.36204 1.09 -1.04 -0.01
C 0.10543 1.55517 -1.95760 0.97 0.22 1.25
C -5.04850 2.24430 2.01824 -0.05 -0.31 0.20
C 0.81088 -7.60498 3.29515 0.04 0.01 -0.06
C 4.78610 -1.52866 1.08889 0.56 -0.59 -0.37
C -3.70357 2.96674 1.78007 -0.58 -0.18 0.78
C -2.62031 -3.76248 2.19725 0.90 -0.82 -0.34
C -5.38478 1.16878 0.95837 -0.43 0.32 -0.28
C 1.49708 1.15809 -1.38023 0.12 0.44 0.06
C 8.59262 1.93408 -0.30857 -0.07 -0.03 -0.01
H -4.43904 0.83376 0.51451 -0.30 -0.23 0.22
H 3.49487 -1.60923 -1.32418 0.07 0.30 0.07
H -2.07363 -4.63528 0.24177 0.05 0.26 0.10
H 3.73250 2.81603 2.00001 -0.35 -0.64 -0.52
H -3.41223 -1.98221 0.62117 -0.13 -0.09 -0.49
H -0.58843 0.76650 -1.61435 0.30 0.12 -0.14
H -2.20969 1.76901 -0.71328 0.17 0.31 -0.29
H 1.51435 2.69038 -5.33743 0.02 0.01 -0.02
H -3.82633 -2.17335 -2.98281 -0.51 0.21 0.01
H -0.81561 3.44356 -2.35592 0.38 0.06 0.28
H -3.80140 3.58708 0.87840 0.26 -0.33 0.03
H 0.15085 1.45564 -3.05024 0.14 0.26 0.27
H -7.31299 1.26698 -0.14317 0.29 0.09 0.09
H -5.87159 -0.12767 -3.19177 -0.12 -0.14 0.29
H -1.81443 -4.17745 4.16323 0.29 0.13 -0.22
H -1.32685 -2.60381 3.56437 0.13 -0.23 -0.31
H -1.18917 3.77219 1.34391 0.04 -0.26 -0.20
H -1.05254 -3.28706 0.82810 -0.29 -0.28 -0.30
H -5.17909 -1.19932 -0.41978 0.35 0.23 -0.16
H 2.37346 6.78207 -5.22486 0.03 -0.02 0.00
H 5.79511 0.33915 0.82950 0.02 -0.11 -0.34
H 1.36453 5.02661 -6.68976 0.00 -0.04 0.01
H 1.18589 -2.30894 0.00650 -0.03 -0.40 -0.45
H -3.04292 -4.77331 2.29205 -0.26 0.45 0.18
H 10.72601 1.48422 -0.32684 -0.01 0.01 0.00
H 0.27320 3.55451 -0.95236 -0.06 -0.12 -0.31
H -0.43275 -9.19665 4.11792 0.01 0.01 0.00
H -3.37570 -3.00256 2.42936 -0.02 -0.31 -0.22
H 8.36418 4.57084 1.58442 0.04 0.01 -0.02
H -3.57879 3.67384 2.61904 0.00 -0.06 -0.37
H -3.89239 -0.36572 -1.37246 -0.22 -0.19 0.18
H 1.83035 -5.75522 3.36647 0.02 -0.03 0.02
H 1.07832 -7.88802 2.29100 0.00 -0.03 0.03
H -4.69693 1.72250 -1.73810 -0.20 -0.21 0.14
H -5.02815 1.76681 3.01215 0.10 0.16 -0.24
H -2.38057 3.54189 -0.71952 0.06 -0.34 0.03
H 10.89541 3.65946 1.28625 -0.01 -0.01 -0.01
H -0.54330 -4.09592 2.92392 -0.25 0.07 0.02
H -5.85122 2.99737 2.06866 0.19 -0.23 -0.04
H -0.48304 -7.61102 6.32140 0.01 0.00 -0.01
H 8.10027 1.19459 -0.91884 0.06 0.03 -0.06
H -4.65800 -3.72976 -0.54231 0.34 -0.10 -0.16
H -2.11229 1.87954 2.82025 -0.31 -0.02 -0.17
H -0.35774 2.21440 1.18292 -0.27 0.05 -0.22
H 2.67893 3.24935 -2.97761 0.21 -0.01 0.18
H -6.33368 2.00000 -2.33145 0.24 0.01 0.29
H -5.47509 -2.73394 -2.48887 0.32 0.04 -0.14
H 3.22136 5.93833 -3.03625 -0.01 -0.02 0.00
H -3.30766 -4.08630 -1.64502 -0.20 0.25 0.04
H -5.89457 0.31620 1.43092 0.44 0.12 -0.06
H 2.09834 2.98073 -0.31262 0.11 -0.19 -0.13
H 5.83101 -0.73728 -0.64632 0.00 0.04 0.36
H 6.88565 3.05129 0.24741 0.18 0.11 -0.07
H -6.89240 -0.46808 -1.72120 0.07 0.20 -0.52
H -2.18791 -1.90988 -0.62116 -0.19 -0.38 -0.06
H -2.61271 1.07249 1.31608 -0.23 0.18 0.27
H -6.37991 2.76877 -0.10763 -0.08 -0.34 -0.03
H 1.00059 -5.43062 5.70526 -0.01 -0.03 0.02

***

Entry 2:
111
Properties=species:S:1:pos:R:3:forces:R:3 method="wB97M-V/def2-TZVPD" molar_mass_da=850.78 multiplicity=1 orbital_gap_ev=7.062
I -6.20914 1.56684 1.67587 -0.06 -0.17 -1.29
O -12.20492 2.39176 -3.46203 0.19 -0.24 0.13
O -3.45614 -6.11892 -4.64546 0.09 -0.15 0.24
O -3.43434 3.95856 -0.05390 3.24 -7.78 -1.92
O 3.46394 1.26845 0.00437 -1.08 -3.49 1.33
O 2.24607 -0.52961 1.26291 6.06 4.70 -2.67
O 8.07907 1.39386 1.98618 -0.04 0.29 -0.09
O -3.93013 -7.40532 3.39553 0.06 0.33 0.25
O -2.09444 -2.66060 -1.77375 -5.27 0.94 7.12
O 11.37907 5.79709 1.73182 0.06 0.38 -0.07
O -2.70759 -3.48616 0.43533 1.73 1.55 -2.83
O -7.54173 0.55795 -0.88953 7.35 3.64 2.74
O -1.45824 -5.55618 0.20750 -0.34 9.21 1.36
O -1.64449 -0.72114 1.71422 -1.57 4.61 -6.65
C -1.88378 0.06757 0.66349 0.94 -2.05 3.22
C -2.49735 -5.36523 -3.89054 0.08 0.17 -0.35
C -2.34346 -6.06254 -2.55663 0.00 0.43 0.32
C 0.07261 -3.53535 0.48326 -0.19 0.39 0.49
C 8.69335 2.27747 2.93434 -0.12 -0.24 0.32
C -3.79435 1.39122 -0.66410 1.32 -3.22 0.84
C -1.42510 -4.20584 0.35528 1.26 -7.42 -1.28
C -3.68133 -7.36829 -3.97801 -0.36 0.02 -0.23
C -0.76971 1.18115 0.11692 -2.20 2.64 -1.07
C -3.24709 -5.14519 3.21831 -0.23 0.46 -0.30
C 7.71177 2.15379 0.82652 0.08 -0.39 -0.22
C 2.82145 0.95337 -1.28043 -0.30 -0.53 -2.52
C 11.01177 6.55702 0.57216 0.09 -0.40 -0.21
C -5.20075 1.51784 -1.49859 0.83 0.95 1.30
C 11.99335 6.68071 2.67998 -0.10 -0.31 0.31
C -2.60731 -7.50087 -2.92040 0.28 -0.54 0.00
C -4.06988 -1.38745 -0.52301 1.08 0.33 0.21
C 3.34584 0.17145 0.97698 -3.29 -3.20 1.96
C 12.26490 7.98139 1.95602 0.61 0.23 0.07
C 1.86550 2.13431 -1.89330 0.31 1.08 -0.55
C -3.02535 -5.60371 4.63652 0.45 0.04 0.46
C 7.84989 3.61415 1.19737 -0.53 0.35 -0.10
C -3.90060 -6.83561 4.71151 -0.35 -0.32 0.00
C -10.37375 1.33660 -2.39451 0.44 0.20 0.41
C -3.30811 0.03491 -0.21031 -0.04 3.81 -0.86
C 11.14989 8.01739 0.94301 -0.53 0.37 -0.15
C 1.37803 3.27006 -0.81747 -0.51 0.07 0.47
C -3.36890 -6.45823 2.47620 0.18 -0.41 -0.31
C -6.41463 1.13137 -0.45873 -5.56 -3.02 -3.69
C -0.23853 3.67149 -0.97219 0.26 0.44 1.21
C -2.89163 -2.54930 -0.68449 3.90 -1.13 -3.92
C -11.44905 0.30780 -2.63123 -0.06 -0.59 -0.22
C 8.96490 3.57816 2.21038 0.64 0.15 0.04
C -2.89362 2.75096 -0.31721 -1.27 3.98 0.83
C -12.66837 1.17241 -2.86568 -0.37 0.24 0.07
C -10.77602 2.44050 -3.34804 -0.07 0.23 -0.32
C -1.23959 2.51094 -0.37153 0.54 -3.43 0.87
C 4.70267 -0.21702 1.86868 -1.21 1.56 0.55
H -3.28250 -4.85180 5.38684 0.02 -0.10 -0.06
H 7.98968 2.42205 3.76097 0.06 0.03 0.08
H -1.55557 -5.36740 -4.45009 0.06 0.09 0.05
H 11.69987 6.28639 -0.23611 -0.07 0.05 -0.07
H -1.97423 -5.88293 4.77625 -0.11 0.04 0.03
H 2.20887 -0.04342 -1.30085 1.26 1.83 0.66
H 3.70922 0.80483 -2.06463 -1.86 0.28 1.82
H -4.18981 -4.58942 3.15145 0.12 0.01 -0.04
H 12.90487 6.22196 3.07386 -0.14 -0.06 -0.06
H -13.16035 1.42863 -1.92104 -0.05 -0.10 0.01
H -2.91622 -8.11919 -2.07378 0.03 0.07 -0.10
H 11.35850 8.65785 0.08233 -0.04 -0.10 0.08
H -0.53013 3.98089 -2.06243 0.46 -0.84 2.02
H 9.99481 6.29569 0.26688 0.08 -0.09 0.07
H -1.36452 -5.89722 -2.09965 -0.25 -0.02 -0.12
H 5.07978 0.82618 2.30450 -0.35 -2.34 -1.18
H 0.11928 -2.45146 0.04090 -0.21 -2.17 0.94
H 5.51614 -0.78284 1.24588 -1.66 1.30 1.18
H 0.35644 -3.48512 1.63508 -0.84 0.00 -2.40
H -3.11220 -5.70908 -1.85918 0.17 -0.02 -0.04
H 8.39987 1.88315 0.01825 -0.06 0.05 -0.08
H 9.60487 1.81873 3.32822 -0.14 -0.06 -0.07
H 10.22746 8.37108 1.41879 0.08 -0.02 -0.10
H -4.67938 -7.33194 -3.52863 -0.01 -0.11 0.03
H 6.69481 1.89246 0.52124 0.06 -0.09 0.06
H -13.40106 0.69576 -3.52269 0.03 0.15 0.01
H 6.92746 3.96784 1.67315 0.05 -0.01 -0.11
H 2.08677 4.20885 -0.95525 -1.84 -1.79 0.28
H -5.16611 0.87167 -2.47487 -0.37 1.02 2.12
H -10.42742 1.69789 -1.36075 0.09 -0.04 -0.11
H 4.32536 -0.82871 2.82080 0.78 1.17 -2.50
H -1.70497 -7.94421 -3.35781 -0.10 -0.01 0.06
H 0.35218 0.84868 0.11154 -2.36 0.70 0.31
H 2.51730 2.70870 -2.71143 -1.46 -1.24 1.78
H -2.38718 -6.83316 2.16793 -0.08 0.12 -0.09
H -4.62366 -1.32658 -1.56386 1.16 -0.15 2.27
H 12.28043 8.84630 2.62400 0.01 -0.12 -0.06
H -4.00694 -6.38185 1.59102 0.07 -0.12 0.09
H -2.83944 -4.33180 -3.78712 0.00 -0.11 -0.10
H -10.35542 2.27673 -4.34586 0.10 0.03 0.01
H -10.46817 3.42992 -2.99769 -0.13 -0.04 -0.08
H -4.80505 -1.58834 0.36608 1.46 0.05 -1.78
H -4.92874 -6.57542 4.98586 0.02 0.02 0.12
H -9.36192 0.96481 -2.57473 -0.16 0.08 0.06
H 8.98043 4.44307 2.87837 0.06 -0.12 -0.09
H -3.52538 -7.57449 5.42492 -0.07 -0.03 -0.12
H -11.21938 -0.26773 -3.53586 -0.05 0.01 0.11
H -2.44694 -4.50910 2.83146 -0.13 -0.09 0.08
H -0.39187 4.63708 -0.29681 0.12 -2.03 -1.45
H 8.05850 4.25461 0.33669 -0.04 -0.09 0.07
H 0.92546 1.72122 -2.50102 2.11 0.53 1.59
H -5.35823 2.65621 -1.81188 0.30 -2.44 0.82
H 1.49560 2.95143 0.31870 -0.07 0.39 -2.49
H -3.65590 -8.18437 -4.70590 -0.05 0.15 -0.03
H 11.28968 6.82528 3.50661 0.07 0.05 0.07
H 13.23162 7.92785 1.44158 -0.08 0.03 0.10
H 9.93162 3.52462 1.69594 -0.11 0.10 0.16
H -11.57661 -0.39332 -1.80259 0.00 0.08 -0.10
H 0.90388 -4.22348 -0.02309 -2.37 1.35 0.95